# 1
90
Properties=species:S:1:pos:R:3:mulliken_charge:R:1 method="wB97M-V/def2-TZVPD" gap_ev=6.988 max_force_ev_per_a=7.22 lumo_energy_ev=2.06 total_charge=-1
C 0.307 -6.871 -3.685 0.731
N -7.188 -1.393 0.419 0.213
C -0.678 4.462 6.195 -1.124
H -5.717 -0.348 -1.596 0.151
C 1.073 4.767 1.328 -0.624
H 2.217 -9.023 -2.188 0.226
H -3.949 2.381 -2.210 0.151
C 3.911 2.947 4.488 -0.942
C 4.571 1.420 -0.147 -0.587
O 0.201 -7.311 -4.822 -0.561
C 2.411 1.476 -2.295 0.738
O 1.962 0.554 -1.629 -0.567
H 3.152 3.194 5.236 0.202
H -0.783 2.336 5.917 0.362
H 3.865 3.447 -0.165 0.390
H -0.555 -4.885 -5.097 0.337
O 0.255 3.927 2.139 -0.195
O -6.426 -1.050 1.471 -0.146
H 4.867 1.454 0.906 -0.095
H -3.266 1.012 -4.322 0.328
C -2.574 -1.423 -0.962 -0.376
C 0.567 3.968 3.457 0.747
C 1.534 0.580 -4.259 -0.448
C -4.667 1.489 -2.448 -0.533
H 8.404 0.031 3.291 0.287
H -5.049 -2.568 0.753 0.197
H -1.590 -1.759 -0.377 0.420
H -1.240 -4.018 -3.723 0.261
H -0.635 4.392 7.286 0.383
H -6.794 0.344 -4.156 0.126
H -2.314 -6.685 -4.794 0.382
O 6.469 1.156 4.519 -0.579
S -5.567 0.263 -4.889 -0.320
H 1.339 0.867 -5.296 0.232
H 8.533 1.743 2.750 0.301
H 2.803 1.287 3.699 0.326
H 0.783 -9.451 -3.143 0.285
C -5.030 -1.546 1.312 -0.382
H 2.136 4.558 1.483 0.185
C 3.810 1.487 4.082 -0.289
H -5.643 1.996 -2.918 0.360
C -5.199 0.632 -1.167 -0.474
H 2.189 -8.636 -3.919 0.286
O 3.182 2.493 -1.834 -0.392
H 0.832 4.568 0.280 0.209
C -1.083 -5.017 -4.146 -0.175
C -2.428 -5.696 -4.339 -1.129
H -1.709 4.670 5.891 0.298
H 0.575 0.393 -3.766 0.121
O -7.681 -2.506 0.546 -0.392
H 4.224 0.408 -0.371 0.325
H -4.420 1.267 1.514 0.002
H -2.947 -3.772 -1.355 0.217
H -2.926 -5.846 -3.375 0.280
O -0.340 3.216 4.130 -0.289
H -1.262 1.715 0.562 0.195
H -2.170 -0.830 -1.915 0.009
H 5.453 1.599 -0.770 0.338
H -6.073 1.253 -0.662 0.380
C 8.158 0.746 2.499 -0.685
H 3.779 3.599 3.618 0.177
H -2.456 -0.385 1.724 0.054
H -2.706 2.719 -0.326 0.216
C -2.160 1.675 -0.224 -0.719
O 1.494 4.593 3.954 -0.602
H 2.590 2.272 0.157 0.199
H 3.970 0.817 4.935 0.311
H 8.642 0.416 1.575 0.226
C -0.181 3.177 5.554 0.008
C -3.440 -2.694 -1.498 0.067
H 0.861 2.967 5.822 0.041
Nb -3.655 0.049 0.397 -0.488
C -4.107 0.510 -3.683 -0.134
O 1.004 -7.445 -2.675 -0.329
H -3.831 -0.566 -3.320 -0.053
O -0.270 -5.738 -3.211 -0.300
O -4.655 -2.685 -2.048 -0.509
O 2.242 1.646 -3.630 -0.346
H 4.894 3.177 4.910 0.453
C 3.494 2.452 -0.436 -0.046
H -0.077 5.321 5.884 0.291
H -1.686 1.310 -1.258 0.125
O 6.752 0.801 2.268 -0.268
H -4.628 -1.773 2.408 0.316
H -3.076 -5.096 -4.984 0.344
C 1.575 -8.707 -3.015 -0.629
C 6.025 1.050 3.384 0.663
H 0.851 5.818 1.541 0.332
O 4.724 1.182 3.021 -0.354
H 2.150 -0.325 -4.261 0.279


# 2
146
Properties=species:S:1:pos:R:3:mulliken_charge:R:1 method="wB97M-V/def2-TZVPD" gap_ev=9.893 max_force_ev_per_a=4.13 lumo_energy_ev=-0.59
F 0.464 0.288 -3.370 -0.393
H -0.002 -0.319 3.160 0.093
H -6.088 3.315 1.371 0.390
H -5.024 2.599 -4.068 0.513
H -0.939 -0.260 7.926 0.285
F -0.303 -4.035 4.719 -0.339
F -0.434 3.172 5.667 -0.373
F -4.566 -2.166 2.211 -0.379
C 0.495 1.345 7.898 0.604
H -1.583 1.403 7.447 0.142
C -6.049 3.305 0.283 -1.719
C 4.483 -3.613 0.413 -0.723
F -4.501 -1.413 0.026 -0.302
H -4.189 -1.501 -2.122 0.083
H -0.193 3.011 1.306 -0.117
H -5.811 2.195 -2.069 0.693
H -3.025 3.400 -4.091 -0.317
C 8.137 -5.445 -2.346 -0.574
C 2.436 -6.055 -2.726 -0.656
N -0.481 1.020 0.613 1.612
C -5.135 -0.354 -3.598 -1.080
H -6.259 4.305 -0.097 0.365
C -4.790 2.588 -0.206 1.007
C -0.421 6.102 1.525 -0.556
F -0.362 3.746 3.388 -0.314
C 3.999 -4.384 -3.361 -0.698
H -3.162 2.164 -2.266 0.447
C 9.487 -4.728 -2.175 -1.350
F 0.849 -2.193 7.133 -0.528
C 5.664 -5.467 -1.938 -1.270
H 0.245 2.780 -0.361 0.460
C 2.067 6.185 -1.199 -0.713
F -2.564 -1.848 1.177 -0.364
H -1.274 0.765 1.219 -0.224
C -4.363 1.844 -4.486 -0.877
H 8.153 -6.158 -3.171 0.349
H -5.533 0.753 -1.191 0.550
O 1.446 4.605 1.118 -0.441
H 6.874 -3.742 -1.767 0.285
F -2.613 3.439 3.287 -0.338
H 3.963 -2.657 2.222 0.472
F -1.404 1.845 4.179 -0.441
N 1.418 0.544 7.026 0.258
C -2.717 0.200 -4.211 -0.915
C -5.069 1.721 -1.418 -1.628
F 1.722 -0.392 -1.500 -0.420
C 0.879 5.619 0.945 0.577
P -1.792 5.885 -2.391 1.415
H -1.048 6.443 0.694 0.291
H 5.861 -5.601 -0.871 0.456
H 1.905 -3.987 -3.200 -0.196
C 1.648 0.986 5.572 -0.375
H 2.501 1.651 5.582 0.255
H -1.325 1.356 -5.438 0.836
F 1.222 -2.323 4.882 -0.413
H 1.301 -0.477 7.043 0.160
F -2.770 3.253 5.511 -0.411
H -1.309 1.080 9.043 0.356
H 2.796 -6.840 -3.406 0.302
H -3.889 -2.231 -3.677 0.382
H -2.263 -0.538 -3.559 0.460
H -6.910 2.714 -0.054 0.375
H 1.205 5.939 -1.799 0.192
H 5.517 -3.346 0.632 0.419
C 3.248 -5.734 -1.496 -0.668
C -0.896 0.817 8.068 -0.798
H 4.667 -4.952 -4.003 0.564
F -0.692 -0.387 -1.605 -1.457
H -6.633 -1.976 -2.311 0.351
H -0.148 -1.429 1.734 0.388
F -2.804 4.594 -2.406 -0.359
H 1.437 -6.462 -2.567 0.403
H -0.893 5.344 2.144 -0.361
H 4.095 -3.323 -3.586 0.212
F -0.941 5.295 -3.605 -0.387
F -0.750 7.144 -2.236 -0.381
H 0.777 1.368 5.048 -0.084
H -3.083 -0.291 -5.115 0.471
H 2.519 -3.171 1.303 0.466
H 3.347 -3.121 -1.426 0.189
H -1.325 1.748 -3.726 -0.114
H 2.317 0.575 7.517 0.426
N 4.353 -4.721 -1.894 0.830
P -3.877 -0.922 1.458 1.576
C 2.561 -4.792 -3.514 -0.350
H 10.273 -5.429 -1.896 0.388
H 5.048 -2.685 -1.510 0.606
H -3.300 0.480 -1.618 0.077
H 6.659 -4.284 -3.436 0.313
H 5.606 -6.412 -2.472 0.434
H 9.462 -3.954 -1.408 0.345
H -4.355 2.021 0.613 -0.550
H 2.408 -5.046 -4.564 0.491
H 2.398 7.037 0.718 0.390
F -2.744 6.685 -3.447 -0.379
H 1.033 7.549 0.033 0.410
H -5.473 -0.452 -4.632 0.477
P 0.593 -1.015 -2.399 2.029
F -0.860 -2.005 5.671 -0.294
F -0.931 5.053 -1.252 -0.523
H 2.651 6.992 -1.633 0.373
H -1.518 2.684 0.104 0.057
F 0.405 -2.371 -1.489 -0.409
H -5.973 0.024 -3.020 0.420
H -5.653 -3.400 -2.090 0.390
H -0.486 0.391 -0.196 -0.224
H 1.462 -1.160 2.522 0.122
N -4.029 0.661 -3.540 0.651
H 2.704 5.324 -1.022 0.326
H -6.317 -3.004 -3.693 0.408
C -4.642 -1.702 -3.098 0.245
H 8.092 -6.049 -1.432 0.358
F -3.161 -0.393 2.822 -0.338
F 1.764 -1.663 -3.378 -0.326
H 2.559 -5.266 -0.793 0.424
H -0.176 7.012 2.085 0.575
F -2.634 6.579 -1.208 -0.396
H 9.818 -4.308 -3.127 0.335
C -5.869 -2.593 -2.787 -1.543
F -1.700 5.055 4.777 -0.380
C 4.350 -3.400 -1.087 -0.689
F 1.487 -4.122 6.310 -0.387
C -2.998 2.534 -4.747 -0.262
F -0.739 -3.883 6.985 -0.349
C -3.792 1.282 -2.167 0.118
C -0.487 2.505 0.392 -0.430
F -0.429 -1.752 -3.413 -0.438
P 0.255 -3.175 5.926 1.265
H -4.798 1.409 -5.384 0.458
C 0.710 0.501 1.437 0.743
H -4.079 3.367 -0.492 -0.121
P -1.528 3.456 4.506 1.236
H 3.731 -6.590 -1.031 0.336
C 0.494 -0.738 2.279 -0.671
O 1.684 1.176 1.453 -0.542
H 3.336 -1.740 0.776 0.324
F -3.104 0.272 0.621 -0.668
H -2.996 2.933 -5.764 0.497
F -5.131 0.000 1.777 -0.419
H 4.270 -4.664 0.604 0.421
O 0.943 2.300 8.439 -0.504
C 3.505 -2.712 1.238 -1.498
N 1.614 6.715 0.146 -0.035
C -1.963 1.475 -4.566 -0.439
H 1.840 0.019 5.107 0.336
C 6.856 -4.619 -2.415 -0.126


# 3
8
Properties=species:S:1:pos:R:3:mulliken_charge:R:1 method="wB97M-V/def2-TZVPD" gap_ev=8.046 max_force_ev_per_a=3.93 lumo_energy_ev=-1.36 relative_energy_kcal_mol=66.6
N -0.769 0.622 0.088 0.008
S 1.903 1.095 0.021 0.051
H -0.284 -1.353 -0.138 0.254
N -1.005 -0.788 0.191 -0.591
H -1.946 -1.205 -0.294 0.288
Cl 3.375 -0.885 -0.120 -0.450
H -1.577 1.183 0.217 0.242
C 0.304 1.332 0.034 0.197


# 4
16
Properties=species:S:1:pos:R:3:mulliken_charge:R:1 method="wB97M-V/def2-TZVPD" smiles="FCC[C@H]1CC(=S)N1" gap_ev=8.900 max_force_ev_per_a=2.30 lumo_energy_ev=0.77 relative_energy_kcal_mol=10.1
H 2.086 -1.347 0.815 0.309
C 0.464 0.251 0.794 0.168
C -1.825 -0.092 -0.450 -0.359
H 0.801 1.834 -0.775 0.185
H -2.878 -0.207 -0.282 0.330
N 1.054 0.966 -0.358 -0.029
H -1.274 -0.645 1.583 0.333
C 1.251 -0.955 0.279 -0.641
H -1.350 1.151 1.248 0.353
S 2.566 -0.087 -2.269 -0.391
H 0.670 -1.771 -0.071 0.235
F -1.530 1.026 -1.191 -0.291
C 1.669 -0.053 -0.899 -0.016
H -1.486 -0.983 -1.004 0.250
C -1.052 0.166 0.876 -0.761
H 0.833 0.747 1.704 0.325


# 5
72
Properties=species:S:1:pos:R:3:mulliken_spin:R:1 method="wB97M-V/def2-TZVPD" s2=0.75 gap_ev="1.471 / 10.370" spin_multiplicity=2 max_force_ev_per_a=4.34 lumo_energy_ev="1.90 / 1.90" relative_energy_kcal_mol=36.4 total_charge=-1
H 10.068 1.021 -4.047 0.000
H 16.118 0.607 1.080 0.000
H 14.325 7.057 -15.213 0.013
H 15.376 3.785 -13.340 0.020
C 15.631 1.705 -8.470 -0.151
H 17.255 1.756 0.320 0.000
C 17.633 -0.496 -11.590 0.540
C 21.293 3.503 -9.940 0.136
H 15.666 3.440 0.139 0.000
H 16.959 4.471 -13.707 -0.121
H 17.448 1.703 -6.398 -0.002
C 14.942 6.160 -15.167 0.170
N 16.045 0.870 -2.677 0.000
H 17.536 -1.112 -10.696 0.001
H 15.215 1.263 -9.375 0.017
H 12.099 0.712 -5.983 0.004
H 16.592 1.936 1.966 0.000
C 15.261 5.974 -13.640 0.094
H 17.048 -2.200 -12.688 -0.075
C 15.348 1.376 -1.883 0.001
H 23.529 3.817 -9.938 -0.016
H 15.759 6.272 -15.880 -0.119
H 14.326 6.115 -13.097 0.040
H 16.122 1.119 -5.559 0.011
H 14.340 5.358 -15.595 -0.133
H 10.368 0.528 -6.376 0.000
H 11.789 1.498 -3.768 0.001
H 16.515 2.285 -8.731 0.002
C 16.386 4.533 -11.886 -0.489
H 20.075 4.294 -8.431 -0.006
C 10.565 2.974 -4.833 0.004
H 10.700 3.597 -3.948 0.000
C 22.614 3.896 -9.350 0.004
N 13.727 3.209 -7.151 -0.046
C 14.775 -1.103 -11.049 0.190
C 16.362 1.660 0.937 0.000
H 18.663 -0.366 -11.921 -0.298
N 16.845 4.378 -10.816 -0.209
N 22.641 6.403 -8.454 -0.006
H 19.318 2.890 -9.147 0.036
H 21.461 2.622 -10.561 -0.085
H 22.847 3.272 -8.487 0.001
C 9.182 3.233 -5.287 0.000
H 14.558 -1.884 -12.931 -0.076
C 15.981 4.690 -13.279 1.109
H 17.523 0.112 -6.005 -0.008
C 14.407 1.929 -0.807 0.000
H 11.203 3.362 -5.627 -0.002
H 14.870 -0.141 -12.817 -0.010
C 20.269 3.283 -8.788 0.001
H 10.964 -0.510 -5.208 0.000
H 20.527 2.745 -7.875 -0.011
C 16.181 0.487 -7.773 0.013
C 11.108 0.505 -5.577 0.001
C 15.177 2.507 0.417 0.000
H 13.750 1.077 -0.630 0.000
H 15.855 6.819 -13.292 0.059
N 8.137 3.339 -5.693 0.000
H 17.015 -0.051 -8.225 -0.009
H 13.923 2.680 -1.431 0.000
H 21.044 4.295 -10.646 -0.012
H 15.338 -0.123 -7.449 0.009
C 10.956 1.490 -4.471 -0.005
N 14.432 -1.115 -9.938 -0.160
C 14.524 2.544 -7.722 0.197
C 16.792 0.833 -6.370 -0.005
C 22.634 5.302 -8.844 0.022
H 16.908 -0.682 -13.612 -0.643
H 17.258 0.509 -11.396 -0.033
H 14.420 2.702 1.177 0.000
C 15.156 -1.120 -12.433 0.537
C 16.718 -1.161 -12.652 0.501


# 6
67
Properties=species:S:1:pos:R:3:mulliken_charge:R:1 method="wB97M-V/def2-TZVPD" smiles="NC(=O)c1ccc(NC(=O)COC(=O)c2cc(S(=O)(=O)N3CCOCC3)ccc2N2CCCCC2)cc1" gap_ev=8.779 max_force_ev_per_a=1.03 lumo_energy_ev=0.41
H 6.289 -0.435 -3.289 0.385
C -2.025 1.960 1.763 -0.171
C -3.728 -1.543 0.347 -0.364
C 2.029 -1.223 0.653 -0.244
C 2.830 0.729 -0.866 0.931
H 5.918 1.262 -1.517 0.289
C -0.095 -2.238 2.637 0.573
N -4.966 -0.214 -1.927 -0.344
C -3.735 -1.987 -0.969 0.438
H -1.106 4.518 -0.168 0.422
N -0.425 -2.787 1.443 -0.053
C 5.587 -0.647 -2.482 -0.694
H -5.586 0.189 -2.612 0.239
H 0.322 4.951 1.943 0.386
O 2.246 -2.321 0.200 -0.685
C -1.305 4.070 0.805 -0.771
C 1.068 2.232 -1.636 -0.816
C 6.256 -1.486 -1.399 -0.914
H 4.742 -1.199 -2.898 0.315
H 3.101 2.432 -2.164 0.442
N 4.149 0.408 -0.821 0.179
H 0.051 1.388 2.095 0.028
C 1.843 0.026 -0.138 0.756
O -1.765 3.041 -1.893 -0.779
C 0.122 1.520 -0.916 -0.440
H -4.232 0.364 -1.541 0.391
O -2.428 0.871 -0.926 -0.570
H -2.841 2.386 2.357 0.316
H 4.077 -0.463 1.074 0.421
C -2.682 -1.858 1.192 -0.094
H -0.246 -0.152 0.333 0.358
H 7.144 -0.965 -1.030 0.332
H -2.299 0.954 1.448 -0.174
C 4.771 -0.350 0.242 -0.971
S -1.585 2.037 -0.886 1.142
C -4.813 -1.558 -1.915 -0.091
C -0.033 3.961 1.652 -0.258
H -2.044 4.677 1.340 0.350
O -5.479 -2.323 -2.581 -0.654
N -1.880 2.766 0.571 0.110
H 1.979 -2.988 2.479 0.390
C -2.699 -2.791 -1.424 -0.994
C 5.278 -1.705 -0.249 -0.396
H 1.688 -1.800 3.805 0.381
H -2.722 -3.161 -2.438 0.458
H 0.754 3.443 1.080 0.110
H -2.679 -1.516 2.214 0.574
H -4.548 -0.943 0.713 0.374
C 5.074 0.675 -1.901 -0.712
C 1.431 -2.094 2.788 -0.634
H 0.747 3.092 -2.203 0.606
H -0.797 -3.659 -0.969 0.405
H 5.627 0.237 0.604 0.487
O -0.289 3.270 2.853 -0.492
C -1.631 -3.079 -0.599 -0.521
H 0.324 -3.203 0.901 0.198
C -1.606 -2.591 0.705 0.301
H 5.764 -2.231 0.573 0.396
H 4.433 -2.306 -0.589 0.221
C 2.386 1.841 -1.616 -0.906
H -0.930 1.504 3.579 0.436
C -0.742 1.955 2.604 -0.083
C 0.511 0.422 -0.180 -0.242
H 4.586 1.241 -2.692 0.395
H 6.576 -2.444 -1.810 0.399
O -0.863 -1.790 3.456 -0.601
O 1.762 -0.986 1.946 -0.267


# 7
18
Properties=species:S:1:pos:R:3:mulliken_charge:R:1 method="wB97M-V/def2-TZVPD" gap_ev=5.976 max_force_ev_per_a=3.54 lumo_energy_ev=1.76 relative_energy_kcal_mol=124.8 total_charge=-1
H -0.942 -0.933 -0.454 0.307
C 2.890 -1.055 1.175 -0.441
H 0.719 -1.934 0.808 0.402
H -0.624 0.584 -1.304 0.451
C 0.882 0.085 0.241 0.088
C 1.356 -1.064 0.929 -0.208
H -3.304 1.306 -1.264 0.430
O 3.234 -0.009 1.932 -0.820
H -1.180 0.510 0.356 0.280
H -2.524 -0.269 -2.084 0.181
C -0.485 0.055 -0.364 -1.192
O -2.996 0.486 -2.375 -1.007
H 1.696 0.694 -0.129 0.482
H 3.128 -2.028 1.648 0.284
O -3.510 2.032 -0.445 -0.791
H 3.303 -1.009 0.133 0.207
H -2.688 2.507 -0.282 0.232
H 1.045 0.042 1.478 0.115


# 8
55
Properties=species:S:1:pos:R:3:mulliken_charge:R:1 method="wB97M-V/def2-TZVPD" smiles="CN(CC1CCOCC1)C(=O)C[C@@H]1C(=O)NCCN1Cc1ccccc1F" gap_ev=9.480 max_force_ev_per_a=0.53 lumo_energy_ev=0.77 relative_energy_kcal_mol=0.0
H 2.972 2.584 -0.004 0.226
N -2.398 -1.853 -1.100 0.311
H 3.050 0.137 -0.586 0.196
H 5.653 -0.098 1.003 0.406
H 5.431 -0.486 -0.725 0.373
C -1.120 -1.452 -3.198 0.050
C 4.999 2.415 0.659 -0.777
H 0.715 2.904 0.800 0.457
H -3.889 -3.293 -1.271 0.419
C 1.638 0.779 1.753 -2.085
C -3.890 1.353 1.294 -0.563
F -4.459 -0.208 -0.355 -0.350
C -1.103 -1.519 -1.669 0.095
C 5.088 0.153 0.090 -0.806
H -4.699 1.977 0.947 0.461
C -3.093 1.731 2.361 -0.529
C -2.618 -0.704 1.058 0.468
C -2.367 -2.009 0.349 -1.448
H -3.272 2.672 2.858 0.397
C -3.334 -2.549 -3.199 -0.694
C 3.493 2.361 0.928 -0.566
H 5.290 3.389 0.259 0.378
H 0.027 0.265 -1.960 0.839
O 0.713 -1.403 0.467 -0.611
H 1.336 1.533 2.485 0.628
H -3.166 -2.701 0.635 0.673
C 0.246 2.131 0.197 -1.375
C 3.593 -0.040 0.344 -0.485
H 5.547 2.240 1.600 0.403
H -1.057 -0.961 2.482 0.358
H -1.407 0.486 -0.943 0.438
C -1.849 -0.310 2.145 -0.555
C -2.079 0.893 2.791 -0.523
H -0.348 -2.292 -1.414 0.354
N -2.148 -2.035 -3.837 -0.132
C -3.648 0.145 0.666 0.663
N 0.742 0.842 0.616 1.134
H -4.107 -1.772 -3.145 0.233
H 3.230 3.113 1.674 0.356
H 0.471 2.324 -0.854 0.360
C -2.977 -2.988 -1.786 -0.759
H 1.512 -0.214 2.194 0.532
H -0.837 2.199 0.340 0.304
O -0.212 -0.927 -3.816 -0.714
H -2.286 -3.849 -1.827 0.337
C 3.126 0.955 1.408 0.608
H -1.414 -2.431 0.694 0.427
O 5.393 1.472 -0.307 -0.395
H 3.398 -1.063 0.662 0.429
C -0.570 -0.177 -1.155 -1.691
H -1.464 1.175 3.632 0.421
H -3.718 -3.392 -3.779 0.450
C 0.338 -0.320 0.049 0.286
H -2.149 -1.940 -4.843 0.290
H 3.680 0.758 2.335 0.301